# 1
This record from the Open Molecules 2025 dataset describes 10 unconnected molecules or ions with the total composition C34H92N4O10. The level of theory is ωB97M-V with the def2-TZVPD basis set.

The geometry in XYZ format:
```
140
Properties=species:S:1:pos:R:3
C -0.30530 -4.08457 0.61904
O -1.53306 -4.63079 0.87063
C -2.66321 -3.78338 0.98849
C -3.92291 -4.50630 0.52065
C -3.75862 -4.86302 -1.02212
N -5.05692 -3.59616 0.80063
H -0.05309 -3.31024 1.40533
H -0.32516 -3.54695 -0.33337
H 0.47317 -4.85566 0.52736
H -2.73037 -3.41453 2.02645
H -2.43268 -2.98929 0.26802
H -4.00060 -5.47407 1.04088
H -2.72431 -5.24160 -1.22552
H -3.95804 -3.96277 -1.60008
H -4.41685 -5.67586 -1.36192
H -5.75394 -3.67636 0.07451
H -5.44190 -3.78412 1.76535
C 2.91358 0.85006 4.16876
O 2.37513 -0.37646 3.81016
C 3.17483 -1.29867 3.10929
C 2.62469 -2.75675 3.31266
C 2.74767 -3.05178 4.76069
N 3.47541 -3.61066 2.48908
H 3.31640 1.42474 3.32220
H 3.84929 0.71014 4.81347
H 2.09130 1.44900 4.62070
H 3.17177 -1.08148 2.03086
H 4.21531 -1.26407 3.48843
H 1.60706 -2.91541 3.04863
H 2.13542 -2.30818 5.33124
H 3.76511 -2.98081 5.05624
H 2.18451 -4.01956 5.09472
H 3.75791 -4.36578 3.08006
H 2.87247 -4.13788 1.86664
C -2.45370 -1.48526 -3.53106
O -2.05135 -1.15764 -2.19253
C -0.63698 -0.82832 -2.24623
C -0.24139 0.07676 -1.11513
C 1.28445 0.15578 -0.83012
N -0.91531 -0.32222 0.16943
H -3.55955 -1.69700 -3.56625
H -1.91057 -2.32346 -3.97216
H -2.32378 -0.60824 -4.13535
H -0.04010 -1.73932 -2.25373
H -0.38638 -0.23742 -3.16226
H -0.52672 1.07840 -1.32470
H 1.77372 0.41867 -1.74912
H 1.76240 -0.75806 -0.50213
H 1.55782 0.90848 -0.08813
H -1.89713 -0.43663 -0.12510
H -0.56320 -1.11857 0.67596
C -5.12641 2.30600 2.07223
O -4.63455 2.58390 0.75799
C -5.30556 1.81307 -0.18141
C -4.74246 2.10550 -1.56095
C -5.55727 1.42354 -2.66339
N -3.35749 1.63412 -1.59848
H -6.19074 2.50051 2.11318
H -4.67493 3.04571 2.77894
H -5.05089 1.22361 2.23119
H -5.31727 0.79205 0.12406
H -6.37686 2.10578 -0.24151
H -4.73403 3.16729 -1.68007
H -5.28471 1.79073 -3.64518
H -6.54448 1.71876 -2.40657
H -5.37476 0.35139 -2.62346
H -3.21955 0.68367 -1.74872
H -2.92173 1.92424 -0.72539
C -2.23653 -0.60224 3.28004
C -0.99158 -1.16282 3.85165
C -1.39227 -2.37352 4.77652
O -0.00293 -1.57603 2.92581
H -2.83518 -0.30353 4.10507
H -2.74443 -1.24630 2.59213
H -2.08077 0.29450 2.61988
H -0.57591 -0.38576 4.52239
H -1.98107 -3.06949 4.10867
H -2.12714 -1.90969 5.53547
H -0.52362 -2.85769 5.28401
H 0.49188 -0.75412 2.72884
C 4.16467 1.81752 0.44322
C 5.55359 1.46067 -0.15820
C 6.65394 1.29498 0.90841
O 5.45784 0.28810 -0.98705
H 3.90629 1.12552 1.23532
H 3.34961 1.84741 -0.25880
H 4.16561 2.75690 0.95564
H 5.91577 2.22760 -0.79808
H 7.63643 1.31770 0.48849
H 6.55262 0.32886 1.43859
H 6.70639 2.09401 1.67864
H 5.11247 -0.48629 -0.55380
C 5.52950 -4.02052 -1.23820
C 4.34912 -3.10164 -1.07792
C 3.09184 -3.99354 -1.10175
O 4.54241 -2.28587 0.12197
H 6.38285 -3.31351 -1.43871
H 5.47751 -4.74834 -2.15808
H 5.71011 -4.63600 -0.37941
H 4.28370 -2.48578 -2.01800
H 3.06639 -4.71893 -1.91264
H 2.13792 -3.33763 -1.21413
H 2.89288 -4.63286 -0.23952
H 4.43235 -2.90904 0.87802
C -1.60208 3.30914 1.41938
C -0.14612 3.12743 1.74020
C 0.38671 3.99832 2.82713
O 0.13991 1.78173 1.92995
H -1.94527 4.29237 1.19192
H -2.15863 2.99399 2.30672
H -1.85074 2.71344 0.59262
H 0.41339 3.46297 0.82219
H 1.47968 4.10661 2.79632
H 0.12981 3.61167 3.78804
H -0.14618 4.98793 2.73139
H -0.44671 1.25947 1.29753
C -3.10766 4.59733 -3.69505
C -1.68349 3.98829 -3.56893
C -0.94145 4.24968 -2.17822
O -1.80371 2.60459 -3.94528
H -3.72259 4.34421 -2.79862
H -3.59743 4.10835 -4.49358
H -3.13263 5.67581 -3.78303
H -1.09189 4.37061 -4.42169
H -0.61450 5.32993 -2.19095
H -0.10328 3.64051 -1.88080
H -1.67579 4.36355 -1.34649
H -2.24266 2.09605 -3.18647
C 3.14450 2.83850 -3.84306
C 1.66181 3.02268 -4.21204
C 1.49844 3.14737 -5.69556
O 0.82119 1.97813 -3.75073
H 3.35444 3.14835 -2.80706
H 3.78040 3.39988 -4.53669
H 3.34018 1.74651 -3.84716
H 1.41965 4.01081 -3.74761
H 1.47955 2.21027 -6.10776
H 2.27552 3.75013 -6.23770
H 0.60499 3.68661 -5.99032
H -0.12218 2.13757 -3.94509
```

Summary:
HOMO: -9.2 eV
structure (SMILES): COC[C@H](C)N.COC[C@H](C)N.COC[C@H](C)N.COC[C@H](C)N.CC(C)O.CC(C)O.CC(C)O.CC(C)O.CC(C)O.CC(C)O
Kohn-Sham gap: 9.88 eV


# 2
This record from the Open Molecules 2025 dataset describes a molecular structure, C34H93N5O15V. The level of theory is ωB97M-V with the def2-TZVPD basis set.

The geometry in XYZ format:
```
148
Properties=species:S:1:pos:R:3
V -0.95557 -0.77302 1.86771
O -1.85479 -0.44381 -0.09207
C -0.81517 -0.16076 -1.03914
C 0.71352 0.02744 -0.57688
O 0.90767 -0.46314 0.83350
H -1.07364 0.67547 -1.68878
H -0.86567 -1.01694 -1.71181
H 0.88072 1.10453 -0.57094
H 1.41846 -0.53129 -1.19248
C -0.24383 -4.63371 0.10606
C -1.30005 -3.77853 0.77047
C -2.49900 -4.51455 1.47688
O -3.50920 -3.62610 2.05539
C -4.54834 -4.35272 2.70659
N -0.61998 -2.98011 1.81186
H 0.61885 -4.13728 -0.33830
H -0.81134 -5.11648 -0.68952
H 0.09571 -5.34184 0.86194
H -1.82263 -3.12472 0.07223
H -2.16873 -5.26220 2.19802
H -2.97081 -5.05901 0.65893
H -4.26332 -5.28258 3.19874
H -5.46554 -4.42712 2.12236
H -4.83736 -3.83671 3.62218
H 0.34591 -3.24037 1.67247
H -0.74626 -3.45320 2.69523
C -4.94137 -0.62056 1.96193
C -3.78757 -0.12324 2.94801
C -4.29957 0.12236 4.37438
O -3.35651 0.68076 5.23467
C -3.85755 0.80707 6.55402
N -2.77788 -1.15454 2.87797
H -5.54456 0.26743 1.77290
H -5.55759 -1.39989 2.41027
H -4.58917 -0.96247 0.98871
H -3.44269 0.79299 2.46877
H -4.80716 -0.67703 4.91423
H -5.10583 0.84317 4.23835
H -3.15675 1.34415 7.19317
H -4.00687 -0.18031 6.99090
H -4.79350 1.36024 6.63208
H -2.66333 -1.36733 3.85863
H -3.23301 -2.01155 2.59780
C 3.16673 -1.93994 -3.98256
C 1.95550 -2.06494 -4.91485
C 0.60541 -2.18654 -4.11707
O -0.47963 -2.52790 -5.01782
C -1.67691 -2.72714 -4.27137
N 1.82401 -1.01073 -5.92901
H 3.26882 -2.93002 -3.53825
H 3.03848 -1.14634 -3.24646
H 4.09285 -1.75637 -4.52727
H 2.19569 -2.98346 -5.45034
H 0.54734 -1.25798 -3.54918
H 0.71772 -3.00547 -3.40655
H -2.55655 -2.68317 -4.91356
H -1.88497 -1.89953 -3.59323
H -1.60604 -3.65276 -3.70012
H 2.53424 -1.11420 -6.63962
H 0.92514 -1.11579 -6.37745
C 5.07168 2.31130 2.48701
C 3.61775 1.96576 2.09818
C 2.92066 2.97255 1.16461
O 3.04453 4.29021 1.69291
C 2.34893 5.28149 0.97557
N 3.67541 0.66998 1.54707
H 5.47001 1.62536 3.23462
H 5.04406 3.28039 2.98520
H 5.84140 2.29996 1.71531
H 3.02832 1.84504 3.00708
H 1.93045 2.55232 0.98860
H 3.38441 2.99332 0.17841
H 1.26004 5.24709 0.94040
H 2.70565 5.34893 -0.05220
H 2.59946 6.27549 1.34610
H 2.82480 0.38363 1.08385
H 4.30056 0.72773 0.75589
C 0.86862 0.98829 5.27915
C -0.21337 0.64281 4.26617
C -0.26174 1.73265 3.19752
O -1.20080 1.37617 2.22032
C -1.47417 2.52607 1.34482
N -0.00471 -0.66060 3.76963
H 0.46323 1.89896 5.72010
H 1.82364 1.19815 4.79749
H 0.93801 0.18347 6.01096
H -1.16527 0.74226 4.78782
H 0.65634 1.75645 2.61046
H -0.50613 2.72953 3.56438
H -0.60501 2.96087 0.85124
H -1.98418 3.36905 1.81104
H -2.05815 2.19780 0.48499
H 0.02755 -1.31724 4.53636
H 0.99624 -0.65114 3.63513
C 7.08037 0.41381 -0.51299
C 5.88194 0.46589 -1.40802
C 5.01555 -0.78108 -1.23469
O 5.13783 1.59949 -0.97710
H 6.82064 0.13456 0.50812
H 7.66357 1.33413 -0.48147
H 7.71770 -0.34859 -0.96093
H 6.23745 0.54864 -2.43509
H 4.88769 -1.10507 -0.20184
H 5.51477 -1.60041 -1.75198
H 3.99614 -0.57116 -1.55851
H 4.82500 2.10037 -1.73398
C -0.72584 5.75568 -3.52460
C 0.27212 5.08552 -2.52406
C -0.18292 3.62885 -2.16676
O 1.58138 5.00762 -3.13193
H -0.49037 6.81934 -3.56056
H -1.76086 5.65171 -3.19897
H -0.57434 5.33891 -4.52032
H 0.39640 5.55529 -1.54837
H 0.26820 3.25242 -1.24866
H -0.07808 2.91253 -2.98162
H -1.23875 3.55819 -1.90541
H 1.39159 4.46062 -3.89767
C 3.05582 -2.25059 3.61737
C 3.18721 -2.97569 2.24605
O 2.07437 -2.96304 1.40972
O 2.66818 -0.91336 3.55015
H 4.02700 -2.33090 4.10569
H 2.38326 -2.74076 4.32128
H 3.49689 -4.00658 2.41776
H 3.98334 -2.49939 1.67383
H 2.08815 -2.13855 0.91816
H 3.18457 -0.56000 2.82209
C -4.38979 -0.84069 -2.40495
C -5.06337 0.46702 -1.78510
O -4.18749 1.24733 -1.08395
O -4.06355 -1.82090 -1.37194
H -3.55671 -0.57852 -3.05715
H -5.07235 -1.29874 -3.12078
H -5.91380 0.22889 -1.14622
H -5.45525 1.09366 -2.58625
H -3.46133 0.63119 -0.96288
H -3.42968 -1.45492 -0.75077
C -2.75864 0.36004 -5.76511
C -1.42163 0.85514 -5.32983
O -1.16109 2.18174 -5.68772
O -2.55784 -0.12112 -7.06138
H -3.49143 1.16349 -5.69038
H -2.86282 -0.49578 -5.09816
H -0.61718 0.23084 -5.71870
H -1.39377 0.83155 -4.24045
H -1.28529 2.32027 -6.62952
H -3.36773 -0.55320 -7.34243
```

Summary:
HOMO (alpha / beta): -10.7 / -10.7 eV
Kohn-Sham gap (alpha / beta): 7.43 / 8.31 eV
charge: +1
2S+1: 3


# 3
This record from the Open Molecules 2025 dataset describes 10 unconnected molecules or ions with the total composition C34H96N12O10. The level of theory is ωB97M-V with the def2-TZVPD basis set.

The geometry in XYZ format:
```
152
Properties=species:S:1:pos:R:3
C -4.39543 2.51824 -0.05314
O -4.79143 3.42620 -1.07244
C -5.94032 4.16934 -0.78059
C -5.78388 5.11328 0.40830
C -7.04715 5.92850 0.65521
N -4.55059 5.93602 0.38560
H -5.22302 2.27943 0.62305
H -3.55472 2.89766 0.52354
H -4.19561 1.55819 -0.53194
H -6.23163 4.74298 -1.66836
H -6.81345 3.51816 -0.60160
H -5.61362 4.48159 1.28651
H -7.51554 5.51267 1.55690
H -7.81947 5.79863 -0.10425
H -6.88902 6.97039 0.92189
H -4.61176 6.57967 -0.40698
H -3.83148 5.29035 0.05304
C -1.96692 1.91994 6.17988
O -2.15446 1.31602 7.44876
C -3.46845 0.86743 7.68707
C -3.45984 0.09917 8.98046
C -2.90507 -1.30559 8.82016
N -4.82155 0.01814 9.50737
H -1.16373 2.64757 6.27189
H -2.86840 2.45364 5.85850
H -1.70922 1.15164 5.44634
H -4.07612 1.78057 7.79925
H -3.89077 0.22286 6.90387
H -2.76563 0.61372 9.65983
H -1.86674 -1.29782 8.48585
H -3.44156 -1.81395 8.00786
H -3.01342 -1.91755 9.71315
H -5.15461 0.95358 9.73098
H -4.83071 -0.44291 10.41156
C 2.90405 1.90820 0.93755
O 4.26273 2.01759 0.59221
C 4.53528 1.41294 -0.63633
C 6.01892 1.22039 -0.89115
C 6.87329 0.82566 0.30435
N 6.69355 2.45498 -1.40798
H 2.27975 2.40403 0.18616
H 2.72756 2.37559 1.90492
H 2.56524 0.86694 1.02256
H 4.04788 0.42525 -0.69232
H 4.17391 1.96481 -1.52081
H 6.11150 0.49785 -1.70130
H 6.31005 0.19017 1.00266
H 7.34177 1.62896 0.86283
H 7.67537 0.14758 -0.00366
H 6.33899 2.63549 -2.34610
H 6.36058 3.24282 -0.85587
C -1.57822 0.51421 -6.55447
O -0.65234 1.31813 -7.26417
C 0.35156 0.55569 -7.93155
C 1.41559 1.55206 -8.36099
C 2.48550 0.87467 -9.18009
N 2.11988 2.18876 -7.22373
H -2.18524 -0.01140 -7.29933
H -2.30360 1.14006 -6.02799
H -1.01150 -0.02452 -5.79215
H 0.82554 -0.09130 -7.17790
H -0.07262 0.01880 -8.78615
H 0.97955 2.40990 -8.87719
H 2.90625 0.03842 -8.63322
H 3.25259 1.55434 -9.53125
H 1.99089 0.39121 -10.03512
H 1.41250 2.48868 -6.55174
H 2.65851 1.49028 -6.70971
C 0.79517 -2.58263 -5.26173
O 2.12625 -2.20515 -5.51738
C 2.58300 -1.16895 -4.68385
C 3.98919 -0.82415 -5.04274
C 4.48319 0.33564 -4.20305
N 4.12870 -0.46649 -6.47652
H 0.54736 -2.48074 -4.19559
H 0.66749 -3.60303 -5.61172
H 0.06769 -1.92831 -5.76162
H 1.93738 -0.27729 -4.67426
H 2.57122 -1.50472 -3.63599
H 4.67732 -1.66281 -4.87800
H 5.48083 0.68713 -4.45382
H 4.48814 0.03486 -3.14901
H 3.76201 1.15895 -4.20234
H 5.10418 -0.64475 -6.72081
H 3.72943 -1.17329 -7.09511
C -1.31441 0.63725 1.49239
O -0.33307 0.89996 0.54153
C -0.88011 1.40141 -0.66922
C 0.21626 1.29379 -1.72604
C -0.33035 1.61015 -3.09012
N 0.78250 -0.06566 -1.75401
H -1.83687 -0.32342 1.41982
H -2.12978 1.36349 1.54829
H -0.90580 0.60637 2.50913
H -1.77177 0.83216 -0.94740
H -1.05401 2.47602 -0.51944
H 1.05653 1.96591 -1.55846
H -0.78727 2.61209 -3.06648
H -1.10115 0.92081 -3.44076
H 0.38888 1.78878 -3.89390
H 0.98346 -0.33172 -0.79139
H 0.08859 -0.77153 -1.99939
C 1.29883 -1.12180 3.86531
O 2.42086 -1.92712 4.17171
C 3.46676 -1.25654 4.80946
C 4.43855 -0.64312 3.81616
C 5.30693 -1.68214 3.11697
N 5.20954 0.44720 4.41691
H 0.73997 -1.69644 3.12692
H 1.56071 -0.17729 3.37662
H 0.72453 -1.00370 4.78820
H 3.09835 -0.43509 5.45031
H 3.97683 -1.89724 5.53353
H 3.91372 -0.16171 2.97233
H 5.97520 -2.19526 3.81567
H 5.90881 -1.16911 2.36371
H 4.68578 -2.44260 2.64887
H 4.71163 1.32445 4.45078
H 6.08958 0.62882 3.95446
C 0.52688 -3.26631 0.46166
O -0.14215 -4.46980 0.14583
C 0.72496 -5.53934 -0.16594
C 0.94513 -6.44843 1.02924
C 1.77603 -7.66362 0.66196
N -0.28513 -6.86991 1.69920
H 1.20279 -3.42267 1.32413
H -0.20911 -2.52399 0.75271
H 1.26917 -2.96454 -0.28971
H 0.22615 -6.10348 -0.96928
H 1.66343 -5.20756 -0.62768
H 1.54394 -5.88634 1.75977
H 1.19865 -8.29442 -0.03087
H 1.94027 -8.33905 1.50130
H 2.72886 -7.40472 0.20293
H -0.85282 -6.03026 1.80620
H -0.81765 -7.42377 1.02679
N -3.31566 -1.12753 -2.30789
C -3.80090 -1.62010 -1.11838
N -4.60059 -2.72674 -1.22207
O -3.51811 -1.08832 -0.05423
H -2.66650 -0.36190 -2.24236
H -3.65049 -1.46154 -3.19044
H -5.01593 -3.09949 -0.39115
H -4.46583 -3.29815 -2.03575
N -4.70237 -0.77587 4.17977
C -4.82255 0.53578 3.77553
N -5.48353 1.31179 4.72308
O -4.17093 0.97784 2.85112
H -5.34693 -1.14046 4.85793
H -4.15006 -1.39051 3.61178
H -5.25122 1.03155 5.65964
H -5.66442 2.27542 4.51783
```

Summary:
HOMO: -8.9 eV
structure (SMILES): COC[C@H](C)N.COC[C@H](C)N.COC[C@H](C)N.COC[C@H](C)N.COC[C@H](C)N.COC[C@H](C)N.COC[C@H](C)N.COC[C@H](C)N.NC(N)=O.NC(N)=O
Kohn-Sham gap: 9.08 eV